No. 1
Entry from the Open Molecules 2025 dataset: H8NaO5 as an isolated structure in a non-equilibrium geometry (ωB97M-V with the def2-TZVPD basis set).

```
! RIJCOSX wB97M-V def2-TZVPD def2/J DEFGRID3
* xyz -1 1
Na 9.083 10.641 -9.554
O 10.111 12.784 -10.319
H 9.821 12.901 -11.223
O 8.985 10.042 -7.195
H 9.603 10.722 -7.481
O 11.200 8.506 -7.554
H 10.322 8.991 -7.367
H 10.937 7.654 -7.911
O 10.612 9.249 -10.774
H 10.419 8.388 -11.159
H 11.517 9.449 -11.034
O 8.798 13.571 -8.050
H 9.264 13.303 -8.891
H 8.728 14.526 -8.112
*
```

Values from the calculation:
Orbital gap ... 6.3 eV
Energy above the lowest of the compared OMol25 structures with the same formula, charge and spin ... 0.0 kcal/mol
Energy ... -543.3428 Ha


No. 2
Entry from the Open Molecules 2025 dataset: a 4-piece molecular cluster, H8O4 overall in a non-equilibrium geometry (ωB97M-V with the def2-TZVPD basis set).

```
! RIJCOSX wB97M-V def2-TZVPD def2/J DEFGRID3
* xyz -1 2
O -1.325 -0.239 -0.259
H -2.013 0.218 -0.743
H -0.782 0.460 0.104
O -0.809 -2.248 1.735
H -1.641 -1.814 1.550
H -0.343 -2.241 0.898
O 0.683 2.216 0.052
H 0.555 2.581 -0.824
H 1.340 2.785 0.455
O 1.830 -0.627 -1.033
H 1.155 -1.293 -0.900
H 1.351 0.202 -1.035
*
```

Values from the calculation:
Orbital gap (spin up / spin down) ... 3.3 / 11.3 eV
Energy above the lowest of the compared OMol25 structures with the same formula, charge and spin ... 5.1 kcal/mol
⟨S²⟩ ... 0.75
Energy ... -305.7265 Ha


No. 3
Entry from the Open Molecules 2025 dataset: a 4-piece molecular cluster, H8O4 overall (ωB97M-V with the def2-TZVPD basis set).

```
! RIJCOSX wB97M-V def2-TZVPD def2/J DEFGRID3
* xyz 0 1
O 0.045 1.791 2.167
H -0.665 2.392 1.922
H -0.047 1.662 3.116
O 0.431 -0.461 0.429
H 0.447 -1.241 0.990
H 0.496 0.295 1.034
O -1.696 0.236 -1.605
H -2.222 -0.559 -1.722
H -1.102 0.034 -0.871
O 1.483 -1.155 -2.134
H 1.059 -0.927 -1.291
H 1.771 -2.066 -2.035
*
```

Values from the calculation:
Orbital gap ... 10.8 eV
Energy above the lowest of the compared OMol25 structures with the same formula, charge and spin ... 15.7 kcal/mol
Energy ... -305.7542 Ha


No. 4
Entry from the Open Molecules 2025 dataset: a 4-piece molecular cluster, H8O4 overall (ωB97M-V with the def2-TZVPD basis set).

```
! RIJCOSX wB97M-V def2-TZVPD def2/J DEFGRID3
* xyz 0 1
O 1.999 -1.849 0.041
H 1.424 -1.104 -0.129
H 1.485 -2.613 -0.219
O 0.986 2.324 2.838
H 1.384 3.189 2.934
H 1.035 2.140 1.900
O -0.053 0.064 -0.352
H -0.701 -0.342 -0.928
H -0.507 0.165 0.485
O -1.973 -0.751 -2.154
H -2.369 -0.132 -2.767
H -2.709 -1.091 -1.647
*
```

Values from the calculation:
Orbital gap ... 10.9 eV
Energy above the lowest of the compared OMol25 structures with the same formula, charge and spin ... 18.7 kcal/mol
Energy ... -305.7494 Ha


No. 5
Entry from the Open Molecules 2025 dataset: a 4-piece molecular cluster, H8O4 overall in a non-equilibrium geometry (ωB97M-V with the def2-TZVPD basis set).

```
! RIJCOSX wB97M-V def2-TZVPD def2/J DEFGRID3
* xyz 0 1
O -7.556 24.380 1.438
H -7.718 24.556 2.364
H -8.386 24.585 1.006
O -9.763 21.221 2.667
H -10.640 20.993 2.357
H -9.916 21.787 3.424
O -6.513 19.513 1.357
H -7.081 20.057 0.811
H -5.938 20.135 1.801
O -8.012 21.630 0.863
H -7.930 22.573 1.008
H -8.521 21.316 1.611
*
```

Values from the calculation:
Orbital gap ... 10.3 eV
Energy above the lowest of the compared OMol25 structures with the same formula, charge and spin ... 22.8 kcal/mol
Energy ... -305.7429 Ha


No. 6
Entry from the Open Molecules 2025 dataset: a 4-piece molecular cluster, H8O4 overall in a non-equilibrium geometry (ωB97M-V with the def2-TZVPD basis set).

```
! RIJCOSX wB97M-V def2-TZVPD def2/J DEFGRID3
* xyz 0 1
O 0.637 0.957 0.405
H 0.878 1.734 -0.088
H 0.220 1.393 1.184
O -1.193 -0.496 -1.003
H -0.679 0.217 -0.710
H -2.072 -0.247 -0.687
O 1.873 -1.223 -1.773
H 2.396 -0.447 -1.635
H 1.046 -0.969 -2.057
O -0.900 -0.556 2.344
H -0.970 0.406 2.580
H -1.237 -0.767 1.443
*
```

Values from the calculation:
Orbital gap ... 11.2 eV
Energy above the lowest of the compared OMol25 structures with the same formula, charge and spin ... 32.4 kcal/mol
Energy ... -305.7276 Ha


Which of these has the lowest energy? H8NaO5


What is the formula in the fifth record? H8O4